# 1
Below is one molecule with the formula C2H8NP at a distorted geometry, with properties calculated with ωB97M-V/def2-TZVPD.

Cartesian coordinates (Å):
C1 -1.4367 0.4718 -0.8153
C2 0.6408 -1.0637 1.0514
N1 0.9128 1.5452 0.2287
P1 0.2836 0.2081 -0.2401
H1 -1.9022 1.3475 -0.2593
H2 -1.2091 0.7897 -1.9194
H3 -1.9760 -0.5456 -0.7842
H4 0.7238 -0.5513 1.9615
H5 -0.3222 -1.7236 1.1664
H6 1.5434 -1.4801 0.8178
H7 1.9254 1.5315 0.2962
H8 0.8165 -0.5296 -1.5037

Forces on the atoms, in the same order (eV/Å):
C 0.441 -0.188 -0.834
C -5.332 -0.012 -0.803
N 0.167 0.778 -0.678
P 1.074 -0.991 -0.929
H 0.391 -1.425 -0.639
H -0.832 -0.597 1.993
H 0.445 1.856 -0.102
H 0.117 0.954 1.250
H 2.244 0.440 -0.332
H 2.042 -1.771 -0.690
H -0.119 0.126 0.185
H -0.637 0.830 1.578

Output
Kohn-Sham gap = 0.34840 Eh
Maximum force = 5.39 eV/A
SMILES string = C[PH](C)=N
Calculated total energy = -12981.2171 eV

Atom charges from the Mulliken analysis, given in e for atoms 1 to 6: -0.824, -1.025, -0.745, 0.472, 0.304, 0.260


# 2
Below is one molecule with the formula C2H8NPS at a distorted geometry, with properties calculated with ωB97M-V/def2-TZVPD.

Cartesian coordinates (Å):
C1 1.6335 -0.5542 0.7754
C2 -0.9490 0.8944 0.8274
N1 -0.5533 -1.5510 -0.4153
P1 0.2011 -0.1335 -0.1704
S1 -0.0815 0.7382 -2.1211
H1 2.3246 -0.6590 -0.1105
H2 2.0454 0.4073 1.2507
H3 -1.9108 0.9842 0.3612
H4 -1.1585 0.3814 1.7169
H5 -0.5012 1.7935 0.9538
H6 -0.2205 -2.4470 -0.2372
H7 -1.2411 -1.6504 -1.1382
H8 0.4112 1.7960 -1.6926

Forces on the atoms, in the same order (eV/Å):
C 0.162 2.479 -2.068
C -0.564 -2.612 -1.798
N -1.772 -0.012 -1.346
P 0.328 0.074 2.329
S -0.840 -2.867 -0.799
H 0.112 -0.705 0.847
H -0.752 -1.160 -0.343
H -0.340 0.257 -0.661
H 0.228 -0.634 1.574
H 1.164 2.934 0.688
H 1.364 -1.209 0.957
H -0.362 0.445 -0.282
H 1.274 3.009 0.902

Output
Kohn-Sham gap = 0.32168 Eh
Maximum force = 3.39 eV/A
SMILES string = C=[P@](C)(N)S
Calculated total energy = -23816.4940 eV

Atom charges from the Mulliken analysis, given in e for atoms 1 to 6: -0.984, -1.151, -0.540, 0.883, -0.342, 0.237


# 3
Below is a 2-piece molecular cluster, C2H8NPS overall at a distorted geometry, with properties calculated with ωB97M-V/def2-TZVPD.

Cartesian coordinates (Å):
C1 -1.0017 -0.6709 1.6466
C2 0.3278 -1.4733 -0.8044
N1 0.0546 1.9837 -0.5506
P1 -1.1174 -0.7200 0.0079
S1 -2.7143 -0.4257 -1.0114
H1 -1.8213 -0.2024 2.2303
H2 -0.0262 -0.7966 2.0555
H3 0.6434 -2.5490 -0.5453
H4 0.2536 -1.4478 -1.9273
H5 1.2943 -1.0311 -0.6566
H6 -0.2442 1.6879 -1.4349
H7 -0.6811 2.5708 -0.0621
H8 0.9972 2.5066 -0.6110

Forces on the atoms, in the same order (eV/Å):
C -0.897 0.672 -0.566
C 1.097 -1.874 -1.440
N 1.521 2.062 2.341
P 0.204 -0.584 0.821
S 0.163 0.101 -0.274
H 0.762 -0.566 -0.446
H 0.434 -0.158 0.471
H -1.424 1.280 -0.097
H -0.526 -0.042 1.104
H 0.206 1.162 0.632
H -0.564 -0.027 -1.486
H 1.412 -0.967 -1.116
H -2.387 -1.060 0.057

Output
Kohn-Sham gap = 0.32181 Eh
Maximum force = 3.47 eV/A
SMILES string = C=P(C)=S.N
Calculated total energy = -23816.9177 eV

Atom charges from the Mulliken analysis, given in e for atoms 1 to 6: -0.694, -0.991, -0.671, 0.474, -0.363, 0.248


Summary of HOMO in hartree
-0.3110 -0.2973 -0.3033
(order as listed above)